1.
The following is a DFT calculation (the ωB97M-V functional and the def2-TZVPD basis) of a structure of composition C8H14N2O5S.

The geometry in ORCA input format:
```
! RIJCOSX wB97M-V def2-TZVPD def2/J DEFGRID3
* xyz 0 1
C -0.021 -0.024 1.142
C -0.407 -0.133 -0.371
C -1.042 0.462 2.265
C -2.351 -0.527 2.418
C -1.903 -1.782 2.997
C 0.771 0.184 -2.672
C 1.540 -0.981 -3.263
C 1.066 1.685 -2.985
H 2.069 0.374 1.864
H 1.204 1.629 0.940
H 0.240 -0.997 1.270
H -0.137 0.352 3.270
H -1.393 1.557 2.255
H -2.475 -0.874 1.376
H -3.183 -0.027 3.020
H -2.966 -3.161 3.802
H 1.593 0.488 -0.788
H -0.292 0.308 -3.184
H 1.129 1.672 -4.021
H 0.071 2.244 -2.892
H 1.938 4.160 -1.363
H 1.337 -1.472 -1.448
N 1.332 0.531 1.081
N 0.699 0.247 -1.303
O -1.571 -0.658 -0.735
O -0.616 -2.505 2.865
O -3.052 -2.278 3.475
O 1.864 -1.084 -4.417
O 1.917 -1.888 -2.281
S 2.640 2.496 -2.317
*
```

Output
- HOMO-LUMO gap: 0.2981 Eh

Mulliken atomic charge list, values in e, 4 entries: atom 1 (C): 0.350, atom 2 (C): 0.207, atom 3 (C): -0.644, atom 4 (C): -0.255

2.
The following is a DFT calculation (the ωB97M-V functional and the def2-TZVPD basis) of a cluster of 14 separate species, C34H85F4N30O20P2 in total.

The geometry in ORCA input format:
```
! RIJCOSX wB97M-V def2-TZVPD def2/J DEFGRID3
* xyz 1 1
C -8.227 0.257 0.956
C -7.084 1.182 1.368
N -5.812 0.536 1.761
C -5.195 -0.219 0.670
C -4.662 0.778 -0.397
C -3.176 0.773 -0.624
C -2.313 1.218 0.388
C -2.938 1.621 1.718
O -2.883 0.903 2.674
O -3.582 2.805 1.712
C -0.905 1.265 0.202
C 0.047 1.775 1.299
F 0.847 2.765 0.795
F -0.657 2.353 2.299
C 0.961 0.671 1.913
F 0.338 -0.530 1.833
F 1.149 0.953 3.233
C -0.383 0.862 -1.026
P 1.533 0.888 -1.262
O 1.730 1.941 -2.467
O 1.976 -0.578 -1.851
N -1.259 0.458 -2.029
P -0.386 0.138 -3.654
N -1.415 1.091 -4.589
O -0.891 -1.297 -4.189
C -2.608 0.349 -1.845
C -3.475 -0.195 -2.937
C -4.194 -1.522 -2.549
C -3.476 -2.338 -1.484
C -2.165 -2.912 -2.017
N -1.697 -4.171 -1.388
C -1.574 -5.221 -2.417
C -0.420 -3.878 -0.833
C -0.415 -2.921 0.333
O 0.612 -4.373 -1.267
C -6.029 -0.286 2.921
C -5.879 0.407 4.236
O -6.317 -1.462 2.815
H -9.077 0.866 0.644
H -7.972 -0.399 0.123
H -8.540 -0.371 1.789
H -6.876 1.894 0.568
H -7.423 1.765 2.227
H -5.862 -0.954 0.214
H -4.355 -0.777 1.088
H -4.920 1.767 -0.022
H -5.192 0.665 -1.336
H -3.131 3.443 1.137
H 1.935 0.666 1.427
H 2.444 1.652 -3.081
H 2.104 -1.167 -1.092
H -1.399 2.062 -4.286
H -1.119 1.039 -5.560
H -0.278 -1.965 -3.837
H -4.227 0.568 -3.149
H -2.939 -0.340 -3.866
H -4.273 -2.114 -3.461
H -5.214 -1.324 -2.223
H -4.117 -3.169 -1.180
H -3.276 -1.776 -0.569
H -1.399 -2.146 -1.862
H -2.249 -3.030 -3.099
H -2.536 -5.339 -2.915
H -1.322 -6.169 -1.949
H -0.841 -4.960 -3.176
H -1.139 -3.261 1.078
H -0.692 -1.920 -0.007
H 0.592 -2.900 0.744
H -5.618 -0.341 4.980
H -5.093 1.159 4.214
H -6.819 0.845 4.573
C -0.624 5.541 -1.611
O -1.764 5.333 -2.015
N -0.207 6.725 -1.107
N 0.328 4.558 -1.653
H 0.735 6.907 -0.807
H -0.873 7.474 -1.084
H 0.047 3.673 -2.025
H 1.272 4.674 -1.336
C 0.639 -6.308 -5.954
O -0.471 -6.657 -6.315
N 0.901 -5.026 -5.539
N 1.718 -7.139 -5.920
H 1.806 -4.716 -5.238
H 0.136 -4.380 -5.546
H 1.583 -8.086 -6.219
H 2.630 -6.839 -5.622
C 2.644 9.215 -2.010
O 2.246 8.076 -1.789
N 3.137 9.565 -3.227
N 2.609 10.202 -1.072
H 3.450 10.488 -3.467
H 3.172 8.848 -3.928
H 2.249 9.968 -0.166
H 2.924 11.137 -1.245
C 4.864 2.122 -4.268
O 4.078 1.282 -3.827
N 5.053 3.329 -3.682
N 5.604 1.892 -5.386
H 5.691 4.022 -4.044
H 4.530 3.538 -2.852
H 5.493 1.005 -5.841
H 6.265 2.554 -5.752
C 5.459 -7.063 -4.801
O 4.990 -6.251 -5.586
N 5.010 -7.185 -3.515
N 6.471 -7.907 -5.152
H 5.385 -7.843 -2.858
H 4.274 -6.571 -3.220
H 6.820 -7.839 -6.090
H 6.874 -8.579 -4.528
C 2.681 -5.937 1.652
O 2.495 -4.768 1.964
N 2.363 -6.416 0.411
N 3.214 -6.852 2.511
H 2.500 -7.369 0.134
H 1.965 -5.759 -0.240
H 3.453 -6.529 3.428
H 3.378 -7.817 2.278
C 5.316 6.272 -6.338
O 6.261 5.906 -5.652
N 4.368 5.381 -6.749
N 5.141 7.567 -6.724
H 3.562 5.602 -7.303
H 4.520 4.433 -6.459
H 5.833 8.231 -6.430
H 4.374 7.878 -7.288
C 3.778 1.580 6.365
O 4.758 2.103 6.858
N 3.003 0.672 7.044
N 3.356 1.850 5.090
H 2.195 0.229 6.648
H 3.276 0.435 7.982
H 3.896 2.509 4.561
H 2.551 1.427 4.671
C 0.283 10.577 -5.577
O 1.330 11.204 -5.549
N -0.808 11.004 -6.280
N 0.130 9.397 -4.904
H -1.675 10.504 -6.314
H -0.721 11.868 -6.781
H 0.924 9.073 -4.382
H -0.710 8.850 -4.904
C 0.486 1.678 9.940
O 0.896 0.541 10.116
N 0.828 2.404 8.836
N -0.341 2.303 10.832
H 0.510 3.337 8.656
H 1.436 1.953 8.176
H -0.602 1.790 11.653
H -0.685 3.236 10.708
C 5.715 -9.721 3.166
O 4.538 -9.660 2.841
N 6.590 -10.575 2.561
N 6.241 -8.947 4.159
H 7.557 -10.648 2.813
H 6.229 -11.163 1.834
H 5.622 -8.314 4.628
H 7.202 -8.986 4.441
C -1.822 -3.451 3.887
O -2.115 -2.865 2.854
N -2.540 -4.519 4.342
N -0.748 -3.094 4.647
H -2.302 -5.033 5.169
H -3.330 -4.806 3.797
H -0.194 -2.323 4.326
H -0.483 -3.568 5.489
C -6.423 -0.359 8.308
O -6.482 0.110 7.182
N -7.179 0.122 9.340
N -5.596 -1.401 8.621
H -7.147 -0.249 10.270
H -7.796 0.886 9.139
H -5.032 -1.770 7.878
H -5.530 -1.803 9.536
*
```

Output
- HOMO-LUMO gap: 0.2583 Eh

Mulliken atomic charge list, values in e, 4 entries: atom 1 (C): -1.083, atom 2 (C): -0.669, atom 3 (N): 0.583, atom 4 (C): -1.446

Result set for HOMO level: -9.7; -10.5 eV, one per record in the order listed.
Result set for LUMO: -1.6; -3.5 eV, one per record in the order listed.
Result set for max |F|: 0.1901; 0.0317 hartree/bohr, one per record in the order listed.